39
Properties=species:S:1:pos:R:3:forces:R:3:mulliken_charge:R:1 method="wB97M-V/def2-TZVPD" orbital_gap_ev="7.01 / 7.08" total_charge=+1 multiplicity=4 lumo_ev="-5.553 / -5.481" de_lowest_kcal_mol=32.1 s2=3.76
V -2.039446 -0.042554 -1.981974 1.69 1.17 1.29 1.23
O -1.171762 0.265991 -0.254756 -0.83 -0.65 -1.28 -0.90
H -0.774682 -0.467845 0.232863 -0.11 -0.10 -0.01 0.38
C 0.141608 0.747123 -4.951855 0.37 0.28 -0.43 -0.95
C -0.568019 1.816489 -4.164116 0.13 0.32 -0.03 -0.23
O -0.740127 1.404906 -2.773433 -0.83 -0.25 -0.33 -0.39
H 1.196975 0.717705 -4.681539 -0.09 -0.37 0.25 0.26
H 0.142631 0.983678 -6.018761 -0.21 0.10 0.06 0.38
H -0.333259 -0.232121 -4.857324 0.09 -0.04 0.13 0.25
H -1.529326 2.086509 -4.605808 -0.18 -0.25 0.32 0.33
H -0.000944 2.746020 -4.132038 0.11 -0.07 -0.07 0.28
H -0.025022 1.809494 -2.198904 0.03 -0.30 0.01 0.47
C -0.723535 -3.453765 0.845057 0.05 0.22 0.76 -0.65
C -1.359405 -3.734384 2.199176 0.02 -0.29 0.16 -0.16
O -2.186632 -4.895461 2.107275 0.11 0.33 -0.07 -0.53
H -1.479595 -2.978232 0.218970 0.14 -0.17 -0.40 -0.01
H -0.328814 -4.374015 0.424306 -0.16 0.00 -0.25 0.35
H 0.120494 -2.779025 1.010666 -0.06 0.13 -0.23 0.26
H -1.955918 -2.870698 2.515913 -0.05 -0.09 0.00 0.09
H -0.582333 -3.865589 2.957742 0.00 -0.11 -0.06 0.31
H -2.011538 -5.474591 2.852546 -0.05 0.03 0.03 0.32
C 0.368519 -0.511598 3.245752 -0.59 -0.75 -0.66 -0.64
C -0.958690 0.229975 3.351883 0.11 -0.62 1.09 -0.19
O -1.041069 1.335217 2.508001 -0.09 0.62 -0.40 -0.48
H 1.231299 0.084518 3.521535 0.00 0.06 0.16 0.27
H 0.506877 -0.866177 2.212170 0.12 0.28 0.00 -0.02
H 0.313067 -1.451446 3.805032 0.21 0.28 0.33 0.32
H -1.094313 0.584266 4.377919 0.21 0.27 -0.11 0.32
H -1.804448 -0.467659 3.251993 0.10 0.00 -0.48 0.18
H -1.099829 1.051197 1.587951 -0.12 0.00 0.10 0.24
C 3.063235 2.999324 -0.558571 -0.11 0.15 0.07 -1.33
C 1.860249 2.363486 0.094749 -0.01 -0.33 0.02 0.01
O 1.048697 1.731752 -0.927042 0.08 0.44 -0.39 -0.70
H 2.765338 3.791403 -1.247166 -0.02 -0.05 -0.03 0.33
H 3.657257 2.262177 -1.096803 -0.03 -0.03 -0.01 0.32
H 3.693660 3.454424 0.205641 0.01 -0.03 0.01 0.38
H 1.271935 3.080681 0.671358 -0.06 0.07 -0.20 0.34
H 2.172778 1.581028 0.794373 0.02 0.05 -0.07 0.20
H 0.254101 1.337808 -0.542796 0.02 -0.30 0.72 0.35